Entry from the Open Molecules 2025 dataset: C33H27AuN7O3Se as an isolated structure (ωB97M-V/def2-TZVPD).

Summary:
**Net charge**: +1
**HOMO**: -9.30 eV
**Orbital gap**: 5.3 eV

```
72
Properties=species:S:1:pos:R:3:lowdin_charge:R:1
Au -1.269 -0.590 1.647 1.091
O -0.217 1.115 1.793 -0.190
C -0.573 2.206 2.439 -0.318
C 0.228 3.339 2.188 -0.003
C -0.009 4.528 2.831 -0.061
C -1.060 4.647 3.744 -0.081
C -1.862 3.561 3.984 -0.037
C -1.647 2.324 3.347 -0.086
C -2.543 1.216 3.635 -0.229
N -2.604 0.017 3.048 -0.075
C -3.631 -0.702 3.634 -0.144
C -4.196 0.067 4.588 -0.049
N -3.507 1.254 4.578 0.129
H 1.028 3.231 1.469 0.111
H 0.620 5.384 2.620 0.113
H -1.248 5.585 4.247 0.108
H -2.686 3.680 4.677 0.104
H -3.875 -1.702 3.327 0.053
H -5.010 -0.123 5.263 0.126
H -3.677 2.036 5.186 0.155
C 4.782 3.447 1.627 -0.073
O 5.596 2.361 1.224 -0.071
C 5.189 1.614 0.174 -0.279
C 4.061 1.887 -0.598 -0.004
C 3.709 1.043 -1.639 -0.014
C 4.489 -0.071 -1.931 -0.294
C 5.660 -0.293 -1.202 -0.028
C 5.998 0.520 -0.144 0.009
N 4.279 -0.977 -3.011 0.068
N 3.173 -1.416 -3.365 0.076
C 1.977 -1.122 -2.635 -0.259
C 0.896 -0.636 -3.339 -0.024
C -0.307 -0.284 -2.724 -0.008
C -0.492 -0.440 -1.348 -0.398
O -1.560 -0.153 -0.705 -0.162
C 0.614 -1.049 -0.628 -0.132
N 0.433 -1.296 0.694 -0.068
C 1.365 -1.870 1.429 -0.112
C 2.576 -2.284 0.865 -0.016
C 2.799 -2.061 -0.466 0.025
C 1.830 -1.405 -1.255 -0.105
H 5.246 3.858 2.518 0.096
H 3.770 3.112 1.870 0.084
H 4.736 4.219 0.855 0.098
H 3.454 2.761 -0.409 0.102
H 2.834 1.279 -2.229 0.120
H 6.296 -1.122 -1.487 0.118
H 6.896 0.349 0.433 0.123
H 1.013 -0.492 -4.407 0.120
H -1.117 0.128 -3.313 0.116
H 1.153 -2.024 2.478 0.117
H 3.308 -2.777 1.488 0.117
H 3.721 -2.396 -0.922 0.121
C -4.525 -1.082 -0.535 0.005
N -3.579 -2.008 -1.122 -0.053
C -2.624 -2.680 -0.489 -0.628
Se -2.270 -2.777 1.366 0.826
N -1.886 -3.345 -1.387 0.156
C -2.341 -3.055 -2.664 -0.170
C -1.892 -3.430 -3.923 0.011
C -2.577 -2.899 -4.998 -0.056
C -3.664 -2.030 -4.826 -0.056
C -4.108 -1.659 -3.572 0.016
C -3.419 -2.194 -2.491 -0.150
H -4.421 -1.110 0.546 0.059
H -5.538 -1.373 -0.810 0.108
H -4.296 -0.081 -0.896 0.110
H -1.083 -3.901 -1.138 0.168
H -1.046 -4.089 -4.055 0.124
H -2.264 -3.153 -6.001 0.115
H -4.164 -1.639 -5.702 0.114
H -4.940 -0.981 -3.443 0.121
```

Entry from the Open Molecules 2025 dataset: C37H63BrIN10NaO5S as an isolated structure (ωB97M-V/def2-TZVPD).

Summary:
**Net charge**: -2
**HOMO**: -2.77 eV
**Orbital gap**: 6.0 eV

```
119
Properties=species:S:1:pos:R:3:lowdin_charge:R:1
Na 0.507 0.164 -0.158 -0.015
C -6.219 0.796 0.373 -0.098
N -4.953 1.487 0.333 -0.191
C -4.532 2.056 1.599 -0.079
C -3.971 0.877 -0.524 -0.386
N -3.110 -0.012 -0.245 0.154
C -3.102 -0.666 1.041 -0.192
C -1.944 -0.286 1.993 -0.150
N -0.611 -0.853 1.746 -0.142
C -0.525 -2.265 2.152 -0.179
C -1.502 -3.313 1.621 -0.210
N -1.640 -3.337 0.186 0.141
C -1.722 -4.417 -0.461 -0.379
N -2.117 -4.390 -1.819 -0.146
C -2.730 -3.110 -2.198 -0.100
C -1.116 -4.750 -2.831 -0.083
N -1.696 -5.701 0.200 -0.182
C -3.028 -6.005 0.698 -0.089
C -1.133 -6.839 -0.497 -0.112
C 0.414 -0.186 2.591 -0.170
C 0.618 1.325 2.516 -0.180
N 1.322 1.770 1.331 0.109
C 1.899 2.896 1.328 -0.374
N 2.673 3.272 0.241 -0.122
C 2.814 4.666 -0.126 -0.068
C 2.820 2.335 -0.860 -0.045
N 1.939 3.862 2.372 -0.182
C 0.710 4.249 3.027 -0.091
C 3.101 3.771 3.236 -0.073
N -4.105 1.323 -1.829 -0.146
C -4.481 2.716 -2.033 -0.063
C -3.205 0.710 -2.804 -0.056
H -6.222 -0.070 1.056 0.074
H -6.469 0.440 -0.627 0.084
H -7.006 1.483 0.703 0.074
H -5.205 2.884 1.852 0.079
H -3.522 2.449 1.501 0.068
H -4.557 1.344 2.435 0.073
H -3.051 -1.723 0.814 0.065
H -4.024 -0.490 1.603 0.085
H -2.273 -0.577 3.012 0.123
H -1.853 0.799 1.973 0.095
H -0.622 -2.318 3.254 0.120
H 0.486 -2.600 1.925 0.074
H -2.495 -3.121 2.045 0.102
H -1.166 -4.276 2.024 0.113
H -3.499 -2.843 -1.476 0.076
H -2.001 -2.299 -2.240 0.040
H -3.187 -3.245 -3.182 0.078
H -1.633 -4.882 -3.785 0.079
H -0.613 -5.680 -2.594 0.051
H -0.374 -3.954 -2.947 0.041
H -3.366 -5.212 1.366 0.075
H -2.995 -6.939 1.263 0.079
H -3.759 -6.113 -0.117 0.086
H -0.135 -6.608 -0.859 0.066
H -1.753 -7.185 -1.339 0.083
H -1.043 -7.662 0.216 0.080
H 1.382 -0.653 2.391 0.104
H 0.169 -0.400 3.649 0.121
H 1.196 1.564 3.415 0.111
H -0.339 1.851 2.587 0.096
H 2.248 5.299 0.552 0.079
H 2.440 4.822 -1.144 0.075
H 3.864 4.982 -0.098 0.075
H 2.985 1.327 -0.481 0.062
H 3.686 2.636 -1.454 0.089
H 1.932 2.324 -1.501 0.072
H -0.140 4.086 2.363 0.067
H 0.757 5.317 3.275 0.075
H 0.534 3.700 3.963 0.076
H 3.937 3.346 2.685 0.080
H 2.923 3.123 4.103 0.079
H 3.380 4.768 3.602 0.072
H -5.544 2.876 -1.834 0.069
H -4.284 2.974 -3.073 0.073
H -3.914 3.403 -1.400 0.083
H -2.159 0.798 -2.517 0.070
H -3.374 1.181 -3.773 0.074
H -3.424 -0.355 -2.886 0.067
C 5.364 0.657 1.122 -0.026
C 3.995 0.196 1.653 -0.734
O 3.754 0.422 2.856 -0.049
O 3.234 -0.334 0.803 -0.146
H 6.147 0.383 1.832 0.059
H 5.573 0.221 0.144 0.058
H 5.350 1.747 1.033 0.055
Br 0.869 -1.181 -2.458 -0.091
C 2.021 -4.392 -0.471 -0.237
S 2.544 -2.867 0.365 0.874
O 2.841 -3.323 1.761 -0.525
C 4.139 -2.773 -0.466 -0.372
C 4.234 -2.418 -1.805 -0.088
C 5.489 -2.345 -2.391 -0.092
C 6.633 -2.611 -1.645 -0.118
C 6.520 -2.947 -0.303 -0.100
C 5.268 -3.025 0.293 -0.078
H 2.836 -5.113 -0.469 0.053
H 1.702 -4.141 -1.483 0.022
H 1.179 -4.758 0.116 0.029
H 3.337 -2.165 -2.360 0.007
H 5.576 -2.060 -3.432 0.095
H 7.611 -2.538 -2.105 0.086
H 7.411 -3.132 0.286 0.091
H 5.139 -3.259 1.343 0.105
I 0.403 7.823 -4.444 0.758
C -0.042 6.275 -3.089 -0.742
C -0.525 6.600 -1.832 -0.167
C -0.829 5.570 -0.950 -0.028
C -0.642 4.242 -1.309 -0.121
C -0.151 3.946 -2.576 -0.022
C 0.148 4.959 -3.479 -0.157
C -0.960 3.117 -0.318 -0.627
O -1.579 3.461 0.715 -0.049
O -0.522 1.998 -0.627 -0.057
H -0.663 7.634 -1.543 0.081
H -1.218 5.781 0.038 0.112
H -0.006 2.906 -2.842 0.118
H 0.530 4.724 -4.463 0.087
```

Entry from the Open Molecules 2025 dataset: C20H28Cl2N2O6Ru as an isolated structure (ωB97M-V/def2-TZVPD).

Summary:
**2S+1**: 6
**Net charge**: -1
**HOMO (alpha / beta)**: -0.71 / -3.68 eV
**Orbital gap (alpha / beta)**: 3.7 / 4.7 eV

```
59
Properties=species:S:1:pos:R:3:lowdin_charge:R:1
Ru 0.475 -0.009 0.808 0.878
Cl 1.429 0.000 -1.225 -0.006
N 0.213 2.041 0.702 -0.061
N 0.165 -2.050 0.664 -0.067
C -0.449 2.660 -0.259 -0.383
C -0.510 -2.679 -0.281 -0.391
C 1.284 2.935 1.180 -0.578
C 1.499 3.805 -0.048 -0.057
C 2.498 2.144 1.595 -0.071
C 0.739 3.768 2.340 -0.021
H 2.796 1.480 0.775 0.039
H 2.276 1.556 2.493 0.064
H 3.311 2.845 1.819 0.085
H -0.095 4.399 2.001 0.092
H 1.549 4.410 2.710 0.083
H 0.393 3.108 3.144 0.072
C 1.189 -2.971 1.190 -0.580
C 1.391 -3.886 -0.007 -0.058
C 0.584 -3.756 2.353 -0.021
C 2.425 -2.217 1.610 -0.070
H 2.790 -1.619 0.768 0.045
H 3.195 -2.937 1.908 0.085
H 2.202 -1.565 2.463 0.064
H -0.277 -4.344 2.006 0.092
H 0.255 -3.067 3.138 0.074
H 1.351 -4.435 2.745 0.082
O 0.140 -3.719 -0.791 -0.019
H 1.483 -4.952 0.246 0.124
H 2.234 -3.568 -0.637 0.128
O 0.233 3.656 -0.809 -0.016
H 2.321 3.438 -0.678 0.127
H 1.631 4.873 0.167 0.125
C -1.856 2.390 -0.684 -0.059
C -1.906 -2.383 -0.718 -0.065
C -1.992 -1.181 -1.617 -0.202
H -2.478 -2.171 0.199 0.127
H -2.307 -3.281 -1.203 0.118
C -2.557 0.013 -1.155 -0.015
C -1.971 1.202 -1.600 -0.208
H -3.327 0.013 -0.381 0.118
C -1.493 1.238 -2.920 -0.249
C -1.365 0.018 -3.590 -0.034
C -1.148 2.535 -3.586 -0.044
C -1.511 -1.208 -2.936 -0.250
H -1.033 0.025 -4.626 0.106
C -1.186 -2.505 -3.615 -0.043
H -0.918 -2.319 -4.661 0.073
H -2.051 -3.186 -3.601 0.080
H -0.352 -3.027 -3.126 0.077
H -2.005 3.225 -3.582 0.081
H -0.867 2.351 -4.628 0.073
H -0.317 3.049 -3.086 0.075
H -2.247 3.300 -1.155 0.119
H -2.419 2.176 0.238 0.128
O -1.244 1.300 4.161 -0.332
Cl -0.676 0.080 3.670 0.735
O 0.778 0.082 3.773 -0.381
O -1.255 -1.093 4.248 -0.331
O -1.018 0.008 2.091 -0.557
```

Entry from the Open Molecules 2025 dataset: one molecule with the formula C4H8S (ωB97M-V/def2-TZVPD).

Summary:
**Net charge**: 0
**HOMO**: -8.63 eV
**Orbital gap**: 9.7 eV

```
13
Properties=species:S:1:pos:R:3:lowdin_charge:R:1
C 0.535 -0.135 2.472 -0.114
C 0.518 0.328 1.038 -0.333
C -0.472 -0.089 0.092 -0.720
C -0.233 -1.123 -0.822 -0.422
S -0.245 0.522 -1.575 0.813
H 1.406 0.268 3.127 0.105
H -0.289 0.409 2.845 0.041
H 0.366 -1.246 2.703 0.100
H 1.516 -0.027 0.529 0.139
H 0.575 1.429 1.051 0.116
H -1.535 0.126 0.231 0.112
H 0.817 -1.324 -0.882 0.056
H -1.022 -1.872 -1.093 0.107
```